(1)
7
Properties=species:S:1:pos:R:3 method="wB97M-V/def2-TZVPD" de_lowest_kcal_mol=131.9 spin_multiplicity=1 charge=0 e_tot_ev=-8704.626 orbital_gap_ev="7.82 / 7.58"
O 0.815 1.269 -0.490
O 3.077 -0.800 2.225
N 1.914 1.814 -0.354
C 1.091 -0.488 0.885
C 2.176 -0.604 1.508
C 0.226 0.199 0.106
H -0.748 -0.212 -0.444

(2)
9
Properties=species:S:1:pos:R:3 method="wB97M-V/def2-TZVPD" de_lowest_kcal_mol=26.4 spin_multiplicity=1 smiles="O=c1[nH]c([O-])c([O-])s1" charge=-2 e_tot_ev=-21593.123 orbital_gap_ev=3.07
S 1.951 -1.260 1.615
O 1.192 1.412 -1.199
O 3.743 0.393 0.283
O -0.705 -1.741 1.617
N 0.200 -0.163 0.199
C 1.367 0.522 -0.276
C 2.516 0.119 0.335
C 0.266 -1.102 1.152
H -0.690 0.086 -0.211

(3)
7
Properties=species:S:1:pos:R:3 method="wB97M-V/def2-TZVPD" de_lowest_kcal_mol=138.9 spin_multiplicity=1 charge=-1 e_tot_ev=-9264.421 orbital_gap_ev="7.71 / 7.71"
O -1.222 -0.304 -0.196
O -0.226 -2.112 -1.073
O 0.190 -1.892 1.180
C -0.549 1.492 0.050
C 0.672 1.723 -0.079
C -0.102 -1.622 0.040
H 1.236 2.714 0.078

(4)
11
Properties=species:S:1:pos:R:3 method="wB97M-V/def2-TZVPD" de_lowest_kcal_mol=0.0 spin_multiplicity=1 charge=-1 e_tot_ev=-35035.874 orbital_gap_ev=7.20
S 0.233 -1.796 -1.067
S -0.286 0.303 1.146
O -3.408 2.258 0.164
O 1.211 -0.723 -0.883
O -2.513 1.546 -1.820
O -3.475 -1.319 -0.238
O 0.707 -2.979 -0.353
C -1.102 -0.970 0.237
C -2.323 -1.050 0.019
C -2.946 1.864 -0.824
H 0.876 -0.232 0.649

(5)
8
Properties=species:S:1:pos:R:3 method="wB97M-V/def2-TZVPD" de_lowest_kcal_mol=29.0 spin_multiplicity=1 charge=-1 e_tot_ev=-37679.242 orbital_gap_ev=6.28
S -0.253 -0.345 0.512
S 2.333 -0.728 1.700
S -2.898 2.175 -0.045
O -3.219 -1.651 1.117
C -2.799 -0.545 0.900
C 0.706 -0.496 1.875
C -2.602 0.665 0.601
H 0.338 -0.578 2.834

(6)
7
Properties=species:S:1:pos:R:3 method="wB97M-V/def2-TZVPD" de_lowest_kcal_mol=71.7 spin_multiplicity=1 charge=0 e_tot_ev=-35507.404 orbital_gap_ev=7.11
I -1.126 2.692 0.406
I 1.209 -1.482 2.489
I 1.714 -0.464 -2.303
I -1.716 -1.067 -2.446
C -0.188 1.193 1.350
C -0.050 -1.036 -1.349
C 0.157 0.166 1.853

(7)
11
Properties=species:S:1:pos:R:3 method="wB97M-V/def2-TZVPD" spin_multiplicity=5 charge=+2 e_tot_ev=-18416.026 orbital_gap_ev="8.33 / 5.38"
Ir 0.100 1.825 -0.666
O -0.297 -0.085 -0.504
O 3.038 -0.479 0.502
O 1.825 1.331 -0.030
O -2.867 -0.238 0.416
O -1.764 1.806 0.060
O 0.555 -1.922 0.357
C 0.690 -0.750 0.058
C -2.192 0.724 0.365
C 2.011 0.083 0.177
Li -1.100 -2.296 -0.735

(8)
11
Properties=species:S:1:pos:R:3 method="wB97M-V/def2-TZVPD" de_lowest_kcal_mol=0.0 spin_multiplicity=1 charge=-1 e_tot_ev=-17816.138 orbital_gap_ev="9.38 / 9.38"
O 0.002 -1.009 -0.508
O 0.352 -3.282 0.187
O 2.762 0.704 -0.967
O 0.308 1.070 -0.103
O 2.320 0.249 1.185
N -1.783 0.280 -0.086
N -2.865 2.451 0.126
N -0.517 0.106 -0.238
C -0.567 -2.530 0.278
C -2.326 1.441 0.065
C 2.315 0.520 0.060

(9)
8
Properties=species:S:1:pos:R:3 method="wB97M-V/def2-TZVPD" de_lowest_kcal_mol=126.2 spin_multiplicity=1 charge=0 e_tot_ev=-22130.296 orbital_gap_ev=10.63
S -1.055 0.203 0.000
O -1.749 0.289 -1.224
O 2.541 0.567 -0.001
O -1.711 0.336 1.241
O 0.257 1.118 -0.032
C -0.408 -1.658 0.017
C 0.680 -1.025 0.003
C 1.445 0.170 -0.005

(10)
155
Properties=species:S:1:pos:R:3 method="wB97M-V/def2-TZVPD" spin_multiplicity=1 smiles="CCN(CC)CC.CCN(CC)CC.CCN(CC)CC.CCN(CC)CC.CCN(CC)CC.CC(N)=O.CC(N)=O.CC(N)=O.CC(N)=O.CC(N)=O" charge=0 e_tot_ev=-68241.031 orbital_gap_ev=8.32
O 5.238 -3.570 -3.086
O 2.786 5.308 3.619
O -2.401 1.460 -2.823
O -1.228 1.545 5.617
O -3.003 3.862 -0.104
N -5.625 0.676 2.216
N 1.600 0.879 0.776
N 4.941 3.413 -4.749
N -2.766 1.718 7.235
N 4.815 -2.366 -4.909
N -1.099 3.201 -2.384
N 3.443 3.298 2.888
N 0.208 -4.954 3.455
N -0.689 -3.518 -2.592
N -1.301 5.255 0.226
C 4.042 1.203 -4.022
C 7.070 4.166 -5.790
C -0.026 -3.025 5.175
C -1.719 1.067 6.628
C -1.419 -4.660 -3.087
C 3.383 -0.818 1.007
C 1.899 1.120 -0.630
C -4.758 1.272 1.184
C -1.297 -1.978 -4.466
C 1.120 0.238 -1.618
C 0.211 1.192 1.135
C 1.799 4.519 1.570
C -1.778 -3.665 -0.322
C -7.718 0.169 1.038
C -0.657 -5.982 -2.958
C 1.924 -0.493 1.157
C -1.444 -6.262 2.125
C -3.382 0.591 1.131
C -5.060 0.891 3.567
C 2.251 -4.275 2.301
C 0.429 -4.454 4.809
C 2.689 4.419 2.781
C 0.752 -4.091 2.390
C -1.372 -2.267 -2.966
C 4.328 2.665 -3.638
C 3.177 -2.295 -3.123
C -1.121 -0.091 7.366
C -2.340 4.542 0.686
C -0.483 -3.526 -1.136
C -0.905 2.094 -4.598
C -6.041 0.712 4.695
C 0.037 1.473 2.620
C 4.158 3.471 -5.998
C 2.725 3.873 -5.770
C -2.748 4.715 2.126
C -7.010 1.101 1.996
C 4.450 -2.855 -3.699
C 6.337 3.092 -4.981
C -1.210 -5.298 3.278
C -1.566 2.240 -3.237
H -1.280 -6.876 -3.038
H 2.485 -5.312 2.063
H 0.242 -4.289 -0.830
H 3.672 -1.685 1.604
H 3.315 -1.512 -2.384
H 0.479 -2.258 4.590
H -0.754 5.828 0.848
H 0.770 4.593 1.920
H 0.423 -3.057 2.539
H 0.068 -2.625 -0.852
H -1.228 -5.891 1.121
H -4.311 0.101 3.670
H 2.119 5.391 1.003
H 1.227 -1.292 0.848
H 1.812 2.177 -0.918
H -1.127 2.960 -5.223
H 4.659 4.228 -6.598
H 3.190 2.475 2.357
H -1.866 -0.679 7.898
H -1.951 -4.487 3.241
H 1.815 3.618 0.956
H 8.158 4.107 -5.756
H -2.476 -2.903 -0.662
H 2.658 -3.619 1.525
H -8.708 0.554 0.769
H 4.972 0.792 -4.415
H -3.384 1.171 7.808
H -6.498 1.673 4.938
H -6.817 -0.024 4.496
H 2.159 3.114 -5.222
H -2.446 -2.357 -2.734
H -4.548 1.864 3.612
H 3.748 0.652 -3.128
H 1.670 -0.577 2.226
H 0.167 1.908 -4.609
H -0.508 -0.757 6.767
H 0.194 -2.831 6.226
H -1.650 3.377 -1.546
H -2.455 -4.792 -2.746
H -3.733 5.196 2.125
H -0.835 -7.171 2.174
H -2.712 1.119 0.461
H -2.235 -4.646 -0.454
H 2.983 1.088 -0.802
H 0.322 -4.543 1.496
H -1.698 -0.984 -4.673
H -1.530 -4.553 -4.168
H 0.161 -6.115 -3.664
H 3.729 -1.079 -0.001
H -1.956 -2.638 -5.027
H 4.010 3.178 3.708
H 3.446 3.216 -3.311
H 3.288 1.113 -4.804
H -7.598 1.146 2.912
H 2.659 4.743 -5.112
H 2.518 -3.071 -2.733
H -3.514 -0.439 0.785
H -3.053 0.432 2.157
H 0.836 2.124 2.982
H 0.089 0.601 -1.608
H 2.215 4.062 -6.713
H 5.055 2.673 -2.825
H -2.192 5.539 2.586
H -3.081 2.512 6.705
H 4.228 -1.816 -5.509
H 4.231 2.474 -6.452
H -5.227 1.259 0.203
H -1.481 -5.825 4.196
H -6.998 2.151 1.667
H 0.019 0.625 3.306
H -1.135 5.361 -0.756
H -0.258 -6.074 -1.941
H -1.110 -2.934 5.099
H -0.427 0.335 0.882
H -0.573 3.981 -2.742
H -7.185 0.074 0.089
H -1.036 -1.475 -2.298
H -2.445 -6.694 2.046
H 6.776 5.151 -5.422
H -4.635 2.317 1.506
H 4.052 0.011 1.248
H -0.931 1.957 2.763
H -0.385 0.385 8.022
H 6.474 2.117 -5.475
H 1.498 -4.608 4.990
H -0.279 -2.081 -4.843
H 6.782 3.019 -3.987
H -7.904 -0.841 1.403
H -0.214 2.059 0.625
H 1.446 0.421 -2.643
H 6.826 4.151 -6.854
H 0.032 -5.174 5.529
H 1.215 -0.783 -1.263
H -2.819 3.816 2.726
H -1.407 1.234 -5.039
H -5.514 0.336 5.575
H 2.811 -4.051 3.211
H -1.580 -3.607 0.749
H 2.642 -1.875 -3.980
H 5.692 -2.662 -5.300

(11)
174
Properties=species:S:1:pos:R:3 method="wB97M-V/def2-TZVPD" spin_multiplicity=1 charge=+1 e_tot_ev=-93932.133 orbital_gap_ev=7.29
O 1.681 3.441 3.198
O 4.726 0.404 2.002
O 8.229 2.168 -0.241
O 4.020 4.226 5.150
O -1.221 -6.484 -6.546
O 5.511 2.484 3.888
O -2.403 4.423 0.873
O -6.018 5.818 4.392
O 0.798 -2.550 -4.301
O 5.657 -3.160 -3.090
O 6.056 3.173 -0.634
O -4.785 -10.228 -0.618
O 7.759 3.449 -2.230
O -6.338 -0.541 3.595
O 2.694 1.440 2.071
N -3.582 -7.941 -5.692
N 5.390 -1.018 -1.203
N -3.430 -8.036 -1.935
N 5.753 2.481 1.605
N 5.739 4.443 2.639
N 3.398 -3.732 -4.865
N 3.163 7.088 -0.158
N -4.811 3.232 -0.231
N 5.959 6.991 1.650
N 5.960 5.891 0.780
N -4.784 7.770 6.151
N -8.691 -1.755 4.800
N 5.920 3.491 0.674
C -5.690 8.186 5.078
C 3.435 0.449 1.434
C 5.884 4.674 1.329
C -8.805 -0.878 3.632
C -2.505 -5.896 -6.620
C -0.667 -6.892 -7.782
C -7.035 8.570 5.686
C -7.367 5.500 4.682
C -5.088 3.294 2.188
C -3.831 -7.535 -8.079
C 2.332 -4.510 -4.230
C 1.168 3.338 1.882
C -1.835 -9.867 -1.811
C 5.704 1.025 1.268
C -7.609 0.071 3.491
C -4.566 -11.508 -1.180
C -4.246 2.760 1.035
C -9.064 -1.734 2.397
C 1.754 2.071 1.224
C 3.985 7.464 -1.309
C 1.718 -5.457 -5.254
C -3.661 -9.618 -0.024
C -5.787 7.143 3.958
C 6.155 3.066 5.045
C -3.670 -6.889 -6.706
C 6.070 6.140 -0.667
C -0.233 -2.891 -5.212
C 6.878 -3.213 -3.807
C -2.753 3.085 1.168
C 5.967 5.399 6.070
C 7.652 -1.891 -0.933
C -2.620 5.351 1.919
C 1.296 -3.623 -3.528
C 5.653 3.121 2.777
C 6.164 -2.220 -0.858
C -5.868 -1.164 2.417
C 5.250 4.063 5.827
C -2.715 -8.915 -1.006
C 5.739 -3.423 -1.706
C 5.503 7.474 -1.124
B 7.417 2.957 -1.026
H -3.929 -7.323 -1.411
H -6.183 -0.615 1.523
H 7.935 -1.228 -0.114
H -5.267 9.087 4.622
H 1.412 4.281 3.579
H -4.580 -6.315 -6.505
H -8.053 6.025 4.011
H -0.876 -3.678 -4.808
H 7.546 -3.975 -3.397
H 8.635 2.620 0.506
H -3.835 -12.077 -0.598
H -10.066 -2.159 2.442
H -2.376 2.807 2.163
H -1.009 -9.319 -2.263
H -4.327 1.668 1.044
H 2.795 -5.121 -3.448
H -6.937 9.495 6.251
H 6.393 2.213 5.673
H 5.458 -0.887 -2.209
H -1.922 6.175 1.773
H 5.002 3.601 6.781
H -4.166 -8.587 -2.371
H -8.364 -2.566 2.329
H 1.420 4.225 1.295
H 5.936 -2.474 0.182
H 6.176 5.550 7.126
H -4.779 -1.166 2.463
H 5.114 6.973 2.209
H 6.381 -4.291 -1.516
H -2.208 2.478 0.438
H 5.352 6.230 5.729
H -7.792 -2.225 4.753
H 4.402 -1.209 -1.049
H -5.517 -12.037 -1.163
H 2.234 2.343 0.276
H 3.637 8.425 -1.683
H 3.768 6.733 -2.091
H 5.832 8.289 -0.483
H -9.684 -0.244 3.782
H 0.930 1.392 0.989
H -2.391 -10.339 -2.621
H 6.629 -3.475 -4.834
H -6.541 7.433 3.213
H -3.852 7.630 5.774
H 1.467 -4.944 -6.182
H 3.502 7.514 0.695
H -8.643 -1.194 5.645
H 6.913 5.452 5.532
H -3.587 -7.522 -4.765
H -3.097 -8.323 -8.243
H -7.485 4.427 4.536
H 2.425 -6.248 -5.505
H -0.959 -7.913 -8.041
H 8.260 -2.792 -0.858
H 8.682 3.713 -2.290
H -7.397 7.808 6.376
H 0.463 -4.228 -3.144
H 3.171 6.086 -0.020
H -7.650 0.789 4.315
H -2.541 -5.173 -7.447
H -3.634 5.756 1.897
H -2.616 -5.330 -5.691
H 7.128 6.100 -0.938
H 5.929 7.657 -2.112
H -6.206 -2.200 2.339
H 1.780 -3.154 -2.665
H -5.277 4.364 2.105
H 4.052 5.043 4.645
H -7.791 8.723 4.915
H -2.438 4.899 2.900
H 7.907 -1.382 -1.863
H 5.545 5.356 -1.208
H -5.074 6.849 6.467
H 4.725 -3.703 -1.405
H -0.831 -1.995 -5.377
H -4.817 -7.991 -8.162
H 0.809 -5.925 -4.873
H -4.607 3.109 3.150
H 7.082 3.536 4.724
H 6.672 0.586 1.495
H 7.386 -2.246 -3.815
H -0.956 -6.216 -8.592
H -4.822 7.113 3.444
H -4.068 -8.862 0.653
H 2.986 -0.534 1.593
H 0.086 3.231 1.914
H 0.417 -6.869 -7.674
H 0.166 -3.218 -6.175
H -3.731 -6.799 -8.880
H -4.331 2.788 -1.008
H -3.114 -10.344 0.593
H 3.877 -3.183 -4.155
H -7.673 0.649 2.559
H 3.487 0.639 0.355
H 5.539 0.944 0.194
H -7.625 5.731 5.718
H -8.988 -1.145 1.481
H -2.052 -8.288 -0.401
H -2.659 -8.362 -5.764
H -4.232 -11.445 -2.219
H 2.955 -3.046 -5.471
H -6.060 2.800 2.201
H -4.592 4.220 -0.326
H -1.416 -10.651 -1.178
H 6.756 6.929 2.272